[1]
{
  "formula": "H16O8",
  "method": "the ωB97M-V functional and the def2-TZVPD basis",
  "species": ["H", "H", "H", "H", "H", "H", "H", "H", "H", "H", "H", "H", "H", "H", "H", "H", "O", "O", "O", "O", "O", "O", "O", "O"],
  "positions_angstrom": [[0.009, 0.522, -1.166], [0.804, 1.664, -1.777], [-0.978, -0.171, -4.020], [-0.903, -0.859, -5.373], [-2.676, 0.220, 2.583], [-3.387, 1.177, 1.639], [0.698, 1.785, 0.972], [1.415, 1.617, 2.302], [3.763, 1.524, -0.577], [4.220, 0.094, -0.337], [-2.345, -4.012, -0.798], [-1.534, -2.917, -1.473], [-0.188, 1.240, 3.407], [-0.628, 0.456, 2.182], [-0.035, -0.695, 0.939], [1.048, -1.279, 1.831], [0.809, 1.043, -1.039], [-0.726, -1.003, -4.437], [-2.530, 0.769, 1.804], [1.041, 2.288, 1.719], [4.117, 0.752, -1.033], [-2.270, -3.521, -1.624], [0.155, 0.696, 2.690], [0.122, -1.390, 1.588]],
  "e_lumo_ev": -0.0514
}

---

[2]
{
  "formula": "C18H27F9O18S3",
  "method": "the ωB97M-V functional and the def2-TZVPD basis",
  "species": ["C", "C", "O", "C", "O", "C", "F", "F", "F", "H", "H", "H", "H", "H", "C", "C", "O", "C", "O", "C", "F", "F", "F", "H", "H", "H", "H", "H", "C", "C", "O", "C", "O", "C", "F", "F", "F", "H", "H", "H", "H", "H", "C", "C", "O", "S", "O", "O", "O", "H", "H", "H", "H", "C", "C", "O", "S", "O", "O", "O", "H", "H", "H", "H", "C", "C", "O", "S", "O", "O", "O", "H", "H", "H", "H"],
  "positions_angstrom": [[0.049, 4.803, -24.616], [-1.085, 4.188, -23.816], [-0.658, 3.834, -22.499], [0.005, 2.713, -22.369], [0.270, 1.934, -23.250], [0.343, 2.414, -20.892], [-0.063, 3.391, -20.072], [-0.269, 1.272, -20.558], [1.672, 2.264, -20.745], [0.918, 4.148, -24.585], [0.305, 5.778, -24.200], [-0.244, 4.971, -25.651], [-1.498, 3.309, -24.313], [-1.902, 4.895, -23.704], [-2.264, -1.381, -16.885], [-3.712, -1.044, -17.134], [-3.972, 0.280, -16.620], [-5.012, 0.898, -17.136], [-5.859, 0.426, -17.838], [-5.056, 2.385, -16.727], [-6.271, 2.670, -16.228], [-4.147, 2.695, -15.803], [-4.856, 3.156, -17.798], [-1.529, -0.794, -17.435], [-2.121, -2.447, -17.062], [-1.997, -1.206, -15.836], [-4.328, -1.795, -16.641], [-3.938, -1.034, -18.197], [-5.772, -3.518, -26.854], [-5.396, -2.540, -25.779], [-4.657, -3.213, -24.732], [-5.368, -3.903, -23.855], [-6.555, -4.008, -23.813], [-4.496, -4.570, -22.772], [-3.189, -4.502, -23.033], [-4.745, -3.918, -21.624], [-4.840, -5.848, -22.621], [-6.508, -4.222, -26.464], [-4.882, -4.052, -27.184], [-6.252, -3.053, -27.714], [-6.254, -2.025, -25.343], [-4.738, -1.737, -26.111], [-6.526, -1.354, -21.661], [-7.476, -0.472, -20.864], [-7.535, 0.787, -21.588], [-6.781, 0.729, -22.982], [-5.534, 1.388, -22.856], [-7.635, 1.089, -24.047], [-6.562, -0.822, -23.015], [-6.772, -2.406, -21.730], [-5.485, -1.229, -21.368], [-7.091, -0.218, -19.881], [-8.487, -0.873, -20.864], [4.010, -0.294, -24.740], [2.484, -0.078, -24.971], [1.878, -1.339, -24.714], [2.770, -2.055, -23.601], [2.595, -3.440, -23.702], [2.609, -1.343, -22.386], [4.151, -1.645, -24.269], [4.339, 0.374, -23.942], [4.646, -0.173, -25.608], [2.240, 0.250, -25.976], [2.100, 0.662, -24.268], [-2.457, -1.055, -23.325], [-1.051, -1.350, -22.856], [-1.121, -1.151, -21.428], [-2.596, -1.404, -20.868], [-3.121, -0.217, -20.310], [-2.628, -2.577, -20.078], [-3.245, -1.686, -22.296], [-2.713, -1.555, -24.252], [-2.640, 0.020, -23.326], [-0.291, -0.663, -23.226], [-0.687, -2.362, -23.049]],
  "e_lumo_ev": 0.2178
}

---

[3]
{
  "formula": "C46H49BCoN12P2S",
  "method": "the ωB97M-V functional and the def2-TZVPD basis",
  "species": ["Co", "C", "C", "C", "C", "N", "N", "B", "N", "C", "C", "C", "C", "N", "N", "C", "C", "C", "C", "N", "N", "C", "C", "C", "C", "N", "H", "H", "H", "H", "H", "H", "H", "H", "H", "H", "H", "H", "H", "H", "H", "H", "H", "H", "H", "H", "C", "S", "C", "C", "C", "N", "P", "C", "C", "C", "C", "C", "C", "C", "C", "C", "C", "C", "C", "P", "C", "C", "C", "C", "C", "C", "C", "C", "C", "C", "C", "C", "H", "H", "H", "H", "H", "H", "H", "H", "H", "H", "H", "H", "H", "H", "H", "H", "H", "H", "H", "H", "H", "H", "H", "H", "H", "H", "H", "H", "H", "N", "C", "N", "C", "N"],
  "positions_angstrom": [[1.761, 3.184, -2.529], [4.000, 1.794, -4.983], [3.273, 3.095, -5.192], [3.327, 3.939, -6.304], [2.493, 4.977, -5.963], [1.982, 4.796, -4.746], [2.436, 3.612, -4.303], [0.767, 5.434, -3.975], [1.269, 5.903, -2.562], [1.741, 7.080, -2.192], [2.549, 6.973, -1.081], [2.555, 5.587, -0.839], [3.299, 4.814, 0.155], [1.805, 4.953, -1.702], [-0.405, 4.418, -3.813], [-1.643, 4.467, -4.346], [-2.353, 3.353, -4.006], [-1.427, 2.588, -3.290], [-1.589, 1.165, -2.802], [-0.288, 3.215, -3.098], [0.238, 6.611, -4.700], [-0.652, 7.468, -4.203], [-1.075, 8.270, -5.245], [-0.436, 7.798, -6.409], [-0.373, 8.276, -7.781], [0.346, 6.773, -6.037], [3.285, 1.060, -4.564], [4.834, 2.016, -4.297], [4.318, 1.353, -5.933], [3.974, 3.822, -7.171], [2.140, 5.871, -6.483], [1.500, 7.970, -2.729], [3.029, 7.791, -0.470], [3.530, 5.391, 1.062], [4.273, 4.566, -0.267], [2.762, 3.922, 0.382], [-1.963, 5.357, -4.877], [-3.374, 3.038, -4.249], [-2.272, 1.157, -1.960], [-0.583, 0.753, -2.505], [-2.008, 0.528, -3.577], [-0.828, 7.493, -3.155], [-1.807, 9.092, -5.038], [-0.192, 7.405, -8.407], [0.441, 8.980, -7.953], [-1.313, 8.740, -8.091], [3.444, -6.277, 4.896], [1.951, -7.200, 4.602], [0.959, -6.780, 6.033], [0.160, -5.490, 5.851], [-1.074, -5.515, 4.895], [-1.108, -4.424, 3.780], [-0.761, -2.854, 3.418], [-1.723, -1.582, 4.073], [-2.510, -0.879, 3.063], [-3.115, 0.301, 3.375], [-3.038, 0.755, 4.716], [-2.326, 0.070, 5.687], [-1.642, -1.127, 5.368], [0.916, -2.623, 3.104], [1.214, -1.274, 3.000], [2.536, -0.853, 2.844], [3.529, -1.845, 2.842], [3.169, -3.217, 2.970], [1.846, -3.634, 2.995], [-1.927, -4.253, 2.322], [-3.792, -4.006, 2.519], [-4.528, -4.133, 3.710], [-5.918, -3.912, 3.704], [-6.545, -3.387, 2.579], [-5.801, -3.201, 1.451], [-4.441, -3.627, 1.382], [-1.361, -5.183, 0.855], [-0.138, -4.773, 0.267], [0.138, -5.101, -1.029], [-0.750, -5.799, -1.818], [-1.854, -6.337, -1.211], [-2.203, -6.054, 0.119], [4.062, -6.519, 4.038], [4.031, -6.458, 5.755], [3.274, -5.194, 4.875], [1.669, -6.677, 6.910], [0.358, -7.609, 6.297], [0.855, -4.769, 5.451], [-0.190, -5.090, 6.829], [-1.909, -5.241, 5.536], [-1.170, -6.387, 4.247], [-2.590, -1.237, 2.082], [-3.567, 0.873, 2.573], [-3.560, 1.716, 4.998], [-2.291, 0.475, 6.643], [-0.914, -1.543, 6.054], [0.385, -0.591, 3.157], [2.861, 0.179, 2.658], [4.526, -1.659, 2.473], [3.983, -3.899, 2.990], [1.571, -4.687, 3.192], [-4.002, -4.366, 4.646], [-6.468, -3.952, 4.614], [-7.571, -3.162, 2.521], [-6.203, -2.831, 0.529], [-3.817, -3.631, 0.438], [0.551, -4.061, 0.742], [0.960, -4.713, -1.599], [-0.581, -5.849, -2.927], [-2.529, -6.952, -1.822], [-3.171, -6.344, 0.475], [2.608, 1.429, -1.848], [3.126, 0.523, -1.323], [3.649, -0.387, -0.592], [2.945, -1.482, -0.419], [2.461, -2.541, -0.326]],
  "s2": 8.783,
  "multiplicity": 6,
  "charge": 2,
  "e_lumo_ev": [-4.7274, -10.0518]
}

---

[4]
{
  "formula": "C5H17BINO8PS2",
  "method": "the ωB97M-V functional and the def2-TZVPD basis",
  "species": ["C", "B", "O", "S", "O", "O", "N", "S", "O", "O", "P", "O", "I", "H", "H", "H", "H", "H", "C", "C", "O", "H", "H", "H", "H", "H", "H", "C", "C", "O", "H", "H", "H", "H", "H", "H"],
  "positions_angstrom": [[-1.644, -3.393, -1.092], [-1.730, -1.829, -1.372], [-2.916, -1.177, -1.756], [-0.182, -0.788, -1.251], [0.925, -1.621, -1.851], [-0.390, 0.381, -2.181], [0.310, -0.204, 0.211], [-0.635, -0.537, 1.515], [-2.113, -0.440, 1.351], [-0.240, 0.461, 2.576], [-0.087, -2.464, 2.406], [1.555, -2.627, 2.076], [-0.238, -2.192, 4.850], [-2.539, -3.959, -1.403], [-1.433, -3.520, -0.006], [-0.756, -3.794, -1.631], [-2.877, -0.331, -1.287], [1.711, -2.162, 1.230], [4.336, 0.465, 3.013], [4.510, -0.898, 2.370], [3.997, -0.888, 1.041], [3.281, 0.745, 3.030], [4.718, 0.468, 4.036], [4.863, 1.233, 2.440], [3.965, -1.656, 2.931], [5.569, -1.183, 2.340], [4.484, -0.223, 0.548], [-2.471, 3.783, -3.432], [-3.516, 3.714, -2.334], [-3.408, 2.493, -1.616], [-2.586, 2.944, -4.120], [-2.555, 4.716, -3.994], [-1.465, 3.716, -3.012], [-4.520, 3.758, -2.758], [-3.400, 4.549, -1.634], [-2.523, 2.458, -1.234]],
  "charge": -1,
  "e_lumo_ev": 2.1136
}

---

[5]
{
  "formula": "C50H122N6O22",
  "method": "the ωB97M-V functional and the def2-TZVPD basis",
  "species": ["C", "O", "C", "C", "O", "C", "H", "H", "H", "H", "H", "H", "H", "H", "H", "H", "C", "O", "C", "C", "O", "C", "H", "H", "H", "H", "H", "H", "H", "H", "H", "H", "C", "O", "C", "C", "O", "C", "H", "H", "H", "H", "H", "H", "H", "H", "H", "H", "C", "O", "C", "C", "O", "C", "H", "H", "H", "H", "H", "H", "H", "H", "H", "H", "C", "O", "C", "C", "O", "C", "H", "H", "H", "H", "H", "H", "H", "H", "H", "H", "C", "O", "C", "C", "O", "C", "H", "H", "H", "H", "H", "H", "H", "H", "H", "H", "C", "O", "C", "C", "O", "C", "H", "H", "H", "H", "H", "H", "H", "H", "H", "H", "C", "O", "C", "C", "O", "C", "H", "H", "H", "H", "H", "H", "H", "H", "H", "H", "C", "C", "O", "N", "C", "H", "H", "H", "H", "H", "H", "H", "C", "C", "O", "N", "C", "H", "H", "H", "H", "H", "H", "H", "C", "C", "O", "N", "C", "H", "H", "H", "H", "H", "H", "H", "C", "C", "O", "N", "C", "H", "H", "H", "H", "H", "H", "H", "C", "C", "O", "N", "C", "H", "H", "H", "H", "H", "H", "H", "C", "C", "O", "N", "C", "H", "H", "H", "H", "H", "H", "H"],
  "positions_angstrom": [[-6.664, -2.164, 27.452], [-6.058, -2.482, 28.687], [-5.500, -3.803, 28.855], [-4.693, -4.041, 30.186], [-5.549, -4.291, 31.293], [-6.487, -3.271, 31.561], [-7.469, -2.851, 27.190], [-5.878, -2.342, 26.718], [-7.051, -1.145, 27.451], [-4.825, -3.920, 28.007], [-6.317, -4.523, 28.818], [-4.208, -3.115, 30.495], [-3.964, -4.850, 30.140], [-6.028, -2.285, 31.643], [-6.929, -3.532, 32.522], [-7.254, -3.284, 30.787], [-5.773, 4.222, 26.003], [-5.906, 4.674, 27.335], [-5.911, 6.119, 27.372], [-6.325, 6.614, 28.833], [-5.313, 6.387, 29.805], [-5.029, 5.051, 30.152], [-4.722, 4.291, 25.722], [-6.317, 4.845, 25.293], [-6.004, 3.170, 25.831], [-6.652, 6.593, 26.728], [-4.920, 6.527, 27.177], [-7.247, 6.137, 29.166], [-6.439, 7.698, 28.825], [-5.902, 4.460, 30.428], [-4.465, 4.985, 31.082], [-4.363, 4.598, 29.417], [-3.164, 3.051, 20.053], [-1.771, 2.971, 20.309], [-1.118, 3.450, 19.170], [0.367, 3.320, 19.502], [0.835, 1.927, 19.624], [2.194, 1.742, 20.082], [-3.525, 4.065, 20.227], [-3.702, 2.378, 20.721], [-3.365, 2.811, 19.008], [-1.254, 4.508, 18.945], [-1.336, 2.764, 18.352], [0.483, 3.766, 20.490], [0.949, 4.024, 18.908], [2.470, 0.690, 20.010], [2.301, 1.962, 21.144], [2.945, 2.377, 19.613], [-9.578, 14.480, 17.014], [-9.856, 13.581, 15.970], [-9.101, 12.373, 16.030], [-9.431, 11.378, 14.954], [-10.745, 10.916, 15.047], [-11.297, 10.356, 13.784], [-8.516, 14.721, 17.057], [-9.826, 14.137, 18.018], [-10.085, 15.441, 16.936], [-9.202, 11.773, 16.934], [-8.033, 12.587, 15.998], [-8.879, 10.442, 15.039], [-9.121, 11.734, 13.972], [-10.563, 9.672, 13.358], [-11.553, 11.216, 13.166], [-12.222, 9.818, 13.991], [-14.223, 4.875, 16.250], [-14.334, 3.731, 15.349], [-14.196, 4.151, 13.997], [-14.090, 2.977, 12.981], [-12.900, 2.209, 13.298], [-12.677, 1.040, 12.514], [-15.081, 5.505, 16.015], [-13.314, 5.460, 16.110], [-14.321, 4.597, 17.299], [-13.387, 4.873, 13.887], [-14.998, 4.856, 13.778], [-14.018, 3.386, 11.973], [-14.972, 2.349, 13.100], [-12.661, 1.263, 11.447], [-13.441, 0.278, 12.671], [-11.740, 0.574, 12.819], [-19.724, 1.779, 20.687], [-18.794, 1.525, 19.653], [-17.580, 2.238, 19.883], [-16.912, 2.055, 21.215], [-16.535, 0.695, 21.500], [-15.749, 0.576, 22.681], [-19.661, 2.831, 20.967], [-19.641, 1.056, 21.498], [-20.766, 1.802, 20.368], [-17.760, 3.276, 19.605], [-16.884, 1.924, 19.105], [-17.596, 2.392, 21.994], [-16.049, 2.701, 21.373], [-14.872, 1.223, 22.646], [-15.316, -0.423, 22.619], [-16.321, 0.711, 23.598], [-12.272, 6.516, 31.043], [-12.034, 5.814, 29.855], [-12.247, 6.564, 28.709], [-11.970, 5.687, 27.442], [-12.895, 4.589, 27.279], [-12.615, 3.487, 28.175], [-13.257, 6.970, 30.937], [-11.558, 7.339, 31.074], [-12.219, 5.907, 31.945], [-11.590, 7.424, 28.577], [-13.299, 6.833, 28.613], [-10.969, 5.269, 27.549], [-11.845, 6.314, 26.559], [-12.575, 3.603, 29.258], [-11.630, 3.115, 27.895], [-13.314, 2.657, 28.072], [0.057, 11.251, 22.262], [-0.720, 10.823, 21.139], [-1.364, 9.540, 21.144], [-1.868, 8.876, 22.424], [-2.784, 9.640, 23.279], [-3.974, 10.078, 22.563], [-0.532, 11.374, 23.171], [0.492, 12.233, 22.079], [0.855, 10.524, 22.418], [-0.651, 8.867, 20.666], [-2.199, 9.527, 20.443], [-1.090, 8.603, 23.138], [-2.395, 7.946, 22.210], [-3.941, 10.316, 21.500], [-4.413, 11.002, 22.939], [-4.790, 9.357, 22.627], [-8.891, 2.441, 15.080], [-9.367, 2.008, 16.418], [-8.709, 2.149, 17.445], [-10.595, 1.534, 16.414], [-11.339, 0.936, 17.542], [-9.440, 3.319, 14.742], [-9.001, 1.679, 14.308], [-7.860, 2.796, 15.066], [-11.153, 1.714, 15.592], [-11.979, 0.162, 17.119], [-12.014, 1.724, 17.877], [-10.716, 0.583, 18.364], [-9.206, 6.226, 19.912], [-9.648, 5.459, 21.149], [-10.003, 6.132, 22.123], [-9.641, 4.116, 21.160], [-10.156, 3.215, 22.231], [-10.007, 6.280, 19.175], [-8.316, 5.771, 19.477], [-8.921, 7.251, 20.147], [-9.250, 3.602, 20.383], [-9.416, 3.060, 23.017], [-10.528, 2.254, 21.876], [-10.946, 3.751, 22.755], [-15.052, 7.986, 22.302], [-16.568, 8.046, 21.976], [-17.397, 7.185, 22.369], [-16.929, 9.102, 21.270], [-18.243, 9.316, 20.696], [-14.842, 6.935, 22.499], [-14.985, 8.591, 23.206], [-14.335, 8.353, 21.568], [-16.214, 9.766, 21.011], [-18.621, 10.300, 20.975], [-18.980, 8.671, 21.173], [-18.347, 9.191, 19.619], [-9.864, -4.497, 20.593], [-9.134, -3.271, 21.085], [-9.584, -2.587, 22.061], [-8.060, -2.882, 20.422], [-7.402, -1.639, 20.655], [-9.799, -5.247, 21.381], [-9.320, -4.912, 19.745], [-10.890, -4.334, 20.262], [-7.725, -3.521, 19.716], [-6.661, -1.448, 19.879], [-6.973, -1.727, 21.653], [-8.069, -0.803, 20.865], [-9.546, 11.198, 25.884], [-10.490, 11.978, 26.749], [-11.643, 11.641, 26.837], [-10.049, 13.003, 27.498], [-8.642, 13.401, 27.724], [-8.949, 10.549, 26.524], [-8.935, 11.881, 25.293], [-10.002, 10.525, 25.157], [-10.749, 13.389, 28.115], [-8.057, 12.574, 28.125], [-8.498, 14.205, 28.445], [-8.098, 13.689, 26.825], [-4.807, 8.248, 15.586], [-4.739, 7.114, 14.517], [-4.459, 5.967, 14.924], [-4.861, 7.463, 13.247], [-4.845, 6.464, 12.227], [-5.545, 8.145, 16.380], [-5.010, 9.192, 15.080], [-3.776, 8.285, 15.938], [-4.934, 8.421, 12.934], [-4.637, 6.892, 11.246], [-5.783, 5.914, 12.151], [-4.084, 5.721, 12.463]],
  "e_lumo_ev": -0.0183
}